Entry 1:
Formula: C10H17P
Source: OMol25
Level of theory: ωB97M-V/def2-TZVPD

```
28
Properties=species:S:1:pos:R:3:forces:R:3
C -0.397 0.018 -2.092 -1.02 1.04 -2.77
C 0.623 -0.834 -2.019 1.65 0.28 -0.01
C 1.642 1.407 0.025 3.00 -2.01 -1.12
C 0.383 2.036 0.588 -0.34 0.51 0.49
C 1.887 -0.184 0.116 0.02 1.61 0.01
C -0.787 1.136 0.730 -1.75 0.15 1.59
C 0.724 -1.011 -0.520 3.43 -0.88 1.08
C -1.909 1.652 1.722 3.36 -4.07 0.20
C 0.953 -2.435 -0.008 0.59 0.97 -0.74
C -2.152 -1.326 -0.127 -0.58 1.89 1.20
P -0.798 -0.108 -0.319 -1.36 -0.72 -0.18
H -0.742 0.600 -3.010 0.30 -0.87 1.36
H 1.437 -1.156 -2.749 -1.47 0.34 0.82
H 1.773 1.381 -1.090 -0.50 1.57 0.80
H 2.580 1.845 0.486 -1.09 -0.14 -0.72
H 0.478 2.396 1.638 0.79 0.20 -0.79
H 0.078 2.876 -0.053 0.46 0.32 0.24
H 2.887 -0.479 -0.338 -1.18 0.62 -0.03
H 2.076 -0.407 1.151 -0.61 -0.65 0.69
H -1.433 2.108 2.573 0.27 0.49 0.23
H -2.429 0.786 2.146 -0.31 0.18 -0.19
H -2.536 2.269 1.249 -2.62 2.59 -1.51
H 0.297 -2.571 0.863 1.22 -0.41 0.39
H 2.092 -2.646 -0.077 -2.01 0.05 1.09
H 0.522 -2.984 -0.787 -0.65 -1.71 -0.99
H -1.771 -2.338 -0.372 -0.81 0.68 0.02
H -3.011 -0.865 -0.684 0.70 -1.21 0.01
H -2.469 -1.166 0.956 0.51 -0.83 -1.17
```
Forces are in eV/Å.

Summary:
**ΔE to the lowest compared entry with this formula, charge and spin**: 59.96 kcal per mole
**HOMO-LUMO gap**: 0.27615 Eh
**E_LUMO**: 0.9 eV
**HOMO energy**: -6.60 eV
**Molar mass**: 168.2 g mol⁻¹

Listed below, in e, are the Löwdin charges computed for each atom: number 1, C, carries -0.140; number 2, C, carries -0.135; number 3, C, carries -0.192; number 4, C, carries -0.271; number 5, C, carries -0.178; number 6, C, carries -0.462; number 7, C, carries -0.606; number 8, C, carries -0.084; number 9, C, carries -0.068; number 10, C, carries -0.162; number 11, P, carries 0.855; number 12, H, carries 0.095; number 13, H, carries 0.142; number 14, H, carries 0.102; number 15, H, carries 0.117; number 16, H, carries 0.111; number 17, H, carries 0.109; number 18, H, carries 0.126; number 19, H, carries 0.094; number 20, H, carries 0.060; number 21, H, carries 0.055; number 22, H, carries 0.011; number 23, H, carries 0.087; number 24, H, carries 0.120; number 25, H, carries 0.038; number 26, H, carries 0.054; number 27, H, carries 0.063; number 28, H, carries 0.058



Entry 2:
Formula: C10H18AuO2PS
Source: OMol25
Level of theory: ωB97M-V/def2-TZVPD

```
33
Properties=species:S:1:pos:R:3:forces:R:3
Au 0.000 0.000 0.000 -6.45 0.83 -0.99
C -1.072 2.673 2.922 0.07 0.39 0.22
S -0.455 1.562 1.632 0.22 0.78 0.78
O 0.015 2.421 0.494 -0.06 1.21 0.95
C 1.036 1.023 2.501 0.32 0.26 0.61
C 2.288 1.556 2.180 -0.30 0.66 1.54
C 3.429 1.130 2.861 -0.81 0.92 1.15
C 3.325 0.165 3.862 -0.09 0.18 0.32
C 2.080 -0.377 4.182 -0.05 0.23 -0.31
C 0.937 0.049 3.502 0.21 -0.12 0.05
H -0.311 3.417 3.172 0.00 -0.08 -0.05
H -1.340 2.096 3.810 0.07 -0.06 -0.13
H -1.962 3.181 2.543 0.10 -0.19 -0.11
H 2.382 2.305 1.395 -0.13 0.34 2.42
H 4.400 1.548 2.606 -0.20 0.04 0.13
H 4.215 -0.168 4.390 -0.14 0.04 -0.09
H 2.002 -1.134 4.957 -0.02 0.14 -0.14
H -0.024 -0.390 3.756 0.06 0.08 -0.11
C 2.665 1.558 -0.617 0.06 0.57 -0.92
P 2.879 -0.205 -0.486 0.95 0.24 -0.05
C 4.120 -0.450 0.767 0.62 -0.72 -0.14
C 3.631 -0.716 -2.018 0.18 -0.30 -0.60
O 1.598 -0.931 -0.192 6.52 -3.59 -0.12
H 3.618 2.051 -0.831 0.10 -0.11 -0.02
H 2.271 1.967 0.318 -0.03 -0.69 -2.69
H 1.966 1.801 -1.421 0.03 -0.13 0.05
H 5.037 0.092 0.519 -0.04 0.00 -0.06
H 4.365 -1.512 0.862 -0.05 0.01 -0.14
H 3.762 -0.092 1.736 0.30 -1.02 -1.26
H 4.560 -0.167 -2.198 -0.10 -0.01 0.10
H 2.955 -0.530 -2.857 -0.02 -0.02 0.15
H 3.864 -1.784 -1.993 -0.08 0.09 0.05
H -1.017 -0.466 -1.165 -1.26 0.04 -0.59
```
Forces are in eV/Å.

Summary:
**HOMO-LUMO gap**: 0.24270 Eh
**E_LUMO**: 0.4 eV
**HOMO energy**: -6.16 eV
**Molar mass**: 430.3 g mol⁻¹

Listed below, in e, are the Löwdin charges computed for each atom: number 1, Au, carries 0.482; number 2, C, carries -0.227; number 3, S, carries 0.700; number 4, O, carries -0.567; number 5, C, carries -0.382; number 6, C, carries -0.123; number 7, C, carries -0.144; number 8, C, carries -0.090; number 9, C, carries -0.061; number 10, C, carries -0.076; number 11, H, carries 0.062; number 12, H, carries 0.054; number 13, H, carries 0.055; number 14, H, carries 0.076; number 15, H, carries 0.127; number 16, H, carries 0.113; number 17, H, carries 0.109; number 18, H, carries 0.114; number 19, C, carries -0.194; number 20, P, carries 0.564; number 21, C, carries -0.164; number 22, C, carries -0.171; number 23, O, carries -0.575; number 24, H, carries 0.078; number 25, H, carries -0.033; number 26, H, carries 0.074; number 27, H, carries 0.074; number 28, H, carries 0.075; number 29, H, carries -0.013; number 30, H, carries 0.060; number 31, H, carries 0.066; number 32, H, carries 0.062; number 33, H, carries -0.126



Entry 3:
Formula: C10H18Cl18IN3O6P3S2
Source: OMol25
Level of theory: ωB97M-V/def2-TZVPD

```
61
Properties=species:S:1:pos:R:3:forces:R:3
C 2.365 -1.143 -0.099 0.13 0.19 0.19
S 1.359 -0.529 1.237 -0.15 -0.63 0.78
O 0.364 -1.546 1.529 -0.32 0.14 -0.22
O 2.246 -0.251 2.344 0.36 0.26 -0.39
C 0.511 0.983 0.584 0.57 0.62 -1.98
P -1.237 0.515 -0.026 -0.46 -0.80 1.03
N -0.673 -0.564 -1.215 -0.22 0.57 -0.48
O -1.648 1.794 -0.963 0.15 0.21 -0.22
O 1.211 1.272 -0.602 -0.14 0.19 0.58
P 2.439 2.569 -0.485 0.57 -0.69 -0.96
P 3.993 4.163 -0.418 0.19 0.31 0.83
N 5.353 3.283 -1.058 -0.49 -0.24 -0.30
O 3.491 5.075 -1.695 0.16 -0.24 -0.35
O 1.873 2.803 1.207 -0.15 -0.18 0.42
C 0.690 2.267 1.460 -0.08 0.76 -0.20
I 0.403 1.898 3.605 -0.06 0.07 0.08
N -0.372 3.295 1.087 -0.37 -0.64 0.88
C -1.487 3.405 1.516 0.37 -0.34 -0.62
S -3.018 3.467 1.870 -0.16 0.13 0.20
H 3.339 -0.671 0.001 -0.05 0.10 -0.16
H 2.435 -2.202 0.140 -0.06 -0.06 -0.07
H 1.916 -0.957 -1.065 -0.04 -0.11 0.02
H -1.491 -0.904 -1.713 0.08 -0.25 0.12
H -0.129 -0.030 -1.897 0.16 -0.12 0.14
H -2.311 2.329 -0.504 -0.01 -0.02 -0.05
H 3.379 1.586 0.030 -0.01 0.16 0.19
H 2.911 2.203 -1.835 -0.25 0.24 0.00
H 1.448 3.472 -1.003 -0.08 0.08 0.28
H 5.586 2.582 -0.356 0.22 0.16 0.05
H 5.041 2.734 -1.865 0.12 0.02 0.01
H 3.117 4.524 -2.401 -0.06 0.06 0.04
C 1.756 -2.887 3.978 -0.08 0.17 -0.01
Cl 2.732 -4.218 3.334 0.02 0.01 -0.01
Cl 0.317 -3.516 4.790 0.01 -0.02 -0.01
Cl 2.705 -1.884 5.064 0.05 -0.07 0.11
H 1.434 -2.268 3.146 -0.04 -0.17 0.17
C 4.139 -7.455 1.144 0.04 0.11 -0.05
Cl 4.663 -9.145 1.220 -0.02 -0.08 0.05
Cl 4.990 -6.482 2.336 0.05 -0.07 -0.03
Cl 4.363 -6.812 -0.480 -0.01 -0.01 0.00
H 3.082 -7.426 1.377 0.00 -0.01 0.00
C -6.636 3.899 -1.113 0.06 -0.05 0.02
Cl -7.364 2.471 -1.854 0.02 0.21 0.09
Cl -6.872 3.863 0.642 -0.05 -0.16 -0.10
Cl -4.936 4.031 -1.545 0.00 0.00 0.04
H -7.148 4.772 -1.495 0.00 0.00 0.01
C 6.544 -10.690 -1.626 0.01 0.04 -0.01
Cl 7.266 -12.239 -2.071 0.00 -0.01 0.01
Cl 7.735 -9.394 -1.704 -0.01 0.00 0.01
Cl 5.152 -10.327 -2.643 -0.02 0.00 0.00
H 6.199 -10.762 -0.603 0.00 0.01 0.00
C -3.697 7.507 0.881 0.03 -0.11 -0.03
Cl -2.308 6.544 0.409 0.09 0.20 -0.12
Cl -4.053 8.756 -0.323 0.02 0.02 0.01
Cl -5.108 6.476 1.132 0.07 0.21 0.06
H -3.462 8.002 1.814 -0.04 0.01 0.00
C -10.962 0.253 -2.671 0.02 0.06 0.04
Cl -11.329 0.575 -0.977 0.00 -0.01 -0.01
Cl -11.696 1.473 -3.715 -0.01 -0.01 -0.01
Cl -9.222 0.169 -2.931 -0.10 -0.21 -0.11
H -11.387 -0.707 -2.930 0.00 0.00 0.00
```
Forces are in eV/Å.

Summary:
**HOMO-LUMO gap**: 0.23867 Eh
**Charge**: -1
**E_LUMO**: 1.6 eV
**HOMO energy**: -4.88 eV
**Molar mass**: 1198.4 g mol⁻¹

Listed below, in e, are the Löwdin charges computed for each atom: number 1, C, carries -0.129; number 2, S, carries 0.580; number 3, O, carries -0.382; number 4, O, carries -0.433; number 5, C, carries -0.639; number 6, P, carries 0.869; number 7, N, carries -0.162; number 8, O, carries -0.309; number 9, O, carries -0.443; number 10, P, carries 0.415; number 11, P, carries 0.622; number 12, N, carries -0.276; number 13, O, carries -0.413; number 14, O, carries -0.357; number 15, C, carries -0.902; number 16, I, carries 0.941; number 17, N, carries 0.079; number 18, C, carries -0.902; number 19, S, carries 0.661; number 20, H, carries 0.055; number 21, H, carries 0.069; number 22, H, carries 0.050; number 23, H, carries 0.033; number 24, H, carries 0.043; number 25, H, carries -0.024; number 26, H, carries -0.008; number 27, H, carries -0.026; number 28, H, carries 0.003; number 29, H, carries -0.002; number 30, H, carries -0.006; number 31, H, carries 0.020; number 32, C, carries -1.546; number 33, Cl, carries 0.487; number 34, Cl, carries 0.519; number 35, Cl, carries 0.540; number 36, H, carries -0.054; number 37, C, carries -1.541; number 38, Cl, carries 0.525; number 39, Cl, carries 0.521; number 40, Cl, carries 0.530; number 41, H, carries 0.014; number 42, C, carries -1.535; number 43, Cl, carries 0.496; number 44, Cl, carries 0.496; number 45, Cl, carries 0.534; number 46, H, carries 0.013; number 47, C, carries -1.578; number 48, Cl, carries 0.516; number 49, Cl, carries 0.523; number 50, Cl, carries 0.517; number 51, H, carries -0.033; number 52, C, carries -1.533; number 53, Cl, carries 0.550; number 54, Cl, carries 0.510; number 55, Cl, carries 0.482; number 56, H, carries 0.013; number 57, C, carries -1.551; number 58, Cl, carries 0.526; number 59, Cl, carries 0.519; number 60, Cl, carries 0.504; number 61, H, carries 0.008



Entry 4:
Formula: C10H18Cl2HoN2
Source: OMol25
Level of theory: ωB97M-V/def2-TZVPD

```
33
Properties=species:S:1:pos:R:3:forces:R:3
Ho 2.716 -0.018 -0.697 -0.85 0.62 0.14
Cl 2.490 -2.438 -1.103 -0.32 -1.81 -0.27
Cl 3.374 1.516 1.153 0.09 1.33 1.51
C 5.002 -0.010 -0.894 2.22 -0.01 -1.57
H 5.778 0.763 -0.680 -0.38 -0.27 0.21
H 5.515 -0.649 -1.674 -0.23 0.11 0.49
C -0.714 1.440 -1.529 -1.40 1.64 0.70
C 0.137 0.543 -1.904 2.28 -1.26 -1.40
H -0.389 2.406 -1.110 -0.09 -0.42 -0.40
C -0.235 -0.799 -2.483 -0.34 -0.54 -0.44
H 1.186 0.900 -2.108 -0.69 -0.27 0.30
C -1.604 -0.768 -3.190 0.75 0.27 -0.22
H 0.534 -1.124 -3.187 0.02 0.10 0.01
H -0.258 -1.627 -1.756 0.16 0.57 0.20
C -2.638 -0.096 -2.319 -0.06 -0.22 0.35
H -1.525 -0.238 -4.140 0.16 0.19 -0.09
H -1.891 -1.787 -3.455 -0.15 -0.02 0.13
C -2.183 1.226 -1.659 -0.79 -0.19 0.09
H -3.546 0.062 -2.898 -0.18 0.14 0.02
H -2.902 -0.804 -1.535 -0.04 -0.03 0.19
H -2.617 2.067 -2.205 0.08 0.14 -0.06
H -2.658 1.255 -0.678 -0.03 0.18 0.19
C 0.595 -0.770 4.227 0.52 -0.21 -0.27
N -0.339 -0.158 3.280 -0.78 0.10 1.41
C -1.570 0.401 3.874 0.25 -0.03 -0.48
C 0.116 -0.039 2.054 1.70 -0.11 -2.55
N 0.775 -0.081 1.076 -2.09 -0.01 2.06
H 0.187 -0.634 5.230 0.32 -0.11 -0.12
H 1.580 -0.297 4.133 -0.19 -0.08 0.17
H 0.711 -1.839 4.005 -0.03 0.16 0.15
H -1.629 1.492 3.772 0.10 -0.20 -0.01
H -2.485 -0.040 3.459 0.24 0.01 -0.03
H -1.512 0.143 4.940 -0.27 0.24 -0.42
```
Forces are in eV/Å.

Summary:
**ΔE to the lowest compared entry with this formula, charge and spin**: 19.96 kcal per mole
**HOMO-LUMO gap (spin up / spin down)**: 0.20012 / 0.13382 Eh
**Charge**: -1
**E_LUMO (spin up / spin down)**: 2.5 / 2.5 eV
**Multiplicity**: 5
**HOMO energy (spin up / spin down)**: -2.95 / -1.13 eV
**Molar mass**: 402.1 g mol⁻¹

Listed below, in e, are the Löwdin charges computed for each atom: number 1, Ho, carries 0.344; number 2, Cl, carries -0.263; number 3, Cl, carries -0.294; number 4, C, carries -0.380; number 5, H, carries -0.117; number 6, H, carries -0.115; number 7, C, carries -0.137; number 8, C, carries -0.226; number 9, H, carries 0.119; number 10, C, carries -0.223; number 11, H, carries 0.045; number 12, C, carries -0.213; number 13, H, carries 0.091; number 14, H, carries 0.089; number 15, C, carries -0.207; number 16, H, carries 0.107; number 17, H, carries 0.105; number 18, C, carries -0.191; number 19, H, carries 0.098; number 20, H, carries 0.105; number 21, H, carries 0.102; number 22, H, carries 0.099; number 23, C, carries -0.041; number 24, N, carries -0.200; number 25, C, carries -0.043; number 26, C, carries -0.255; number 27, N, carries 0.097; number 28, H, carries 0.072; number 29, H, carries 0.099; number 30, H, carries 0.095; number 31, H, carries 0.086; number 32, H, carries 0.082; number 33, H, carries 0.072



- What is the molar mass in the fourth record?
  402.1 g mol⁻¹



- Which of these has the highest molar mass?
  C10H18Cl18IN3O6P3S2



- Which formula does entry 3 have?
  C10H18Cl18IN3O6P3S2



- What is the molar mass in the second record?
  430.3 g mol⁻¹